The following is a quantum chemistry calculation of a structure of composition C4H8O4Tl in a non-equilibrium geometry, from OMol25.

The geometry in XYZ format:
```
17
Properties=species:S:1:pos:R:3:mulliken_charge:R:1
O 0.70 0.00 -2.14 -0.581
C 0.46 -0.97 -1.35 -0.547
C 0.92 -0.82 0.08 -0.199
O 1.27 0.50 0.41 -0.279
C 1.46 0.78 1.78 -0.752
H 0.55 -2.02 -1.72 0.321
H -1.31 -0.91 -1.11 0.018
H 1.83 -1.43 0.21 0.467
H 0.02 -1.07 0.68 0.352
H 1.96 1.76 1.83 0.237
H 0.47 0.91 2.25 0.312
H 2.03 0.00 2.29 0.306
O -1.92 0.58 0.48 -0.663
C -2.36 0.14 -0.71 0.045
O -2.37 1.13 -1.61 -0.663
Tl -0.35 1.76 -0.74 0.334
H -3.37 -0.36 -0.62 0.290
```

Values from the calculation:
max |F|	3.925	eV Å⁻¹
frontier orbital gap	6.2	eV
LUMO level	3.24	eV
charge	-1
HOMO	-2.938	eV

=====

The following is a quantum chemistry calculation of a structure of composition C5H9NO2S in a non-equilibrium geometry, from OMol25.

The geometry in XYZ format:
```
18
Properties=species:S:1:pos:R:3:mulliken_charge:R:1
C -0.01 0.28 -0.23 -0.617
C 0.23 -0.74 -1.09 1.280
C 0.03 0.16 1.18 -0.194
C 0.10 -2.15 -1.03 -1.332
C 0.49 -0.28 -2.55 -1.309
N -0.05 1.04 2.11 -0.553
O -0.90 2.21 4.31 -0.477
O -1.98 3.23 2.29 -0.446
S -0.82 2.96 3.10 0.733
H 0.07 1.25 -0.72 0.257
H 0.33 -0.81 1.55 0.242
H 0.07 -2.53 -0.04 0.403
H -0.80 -2.51 -1.52 0.302
H 0.88 -2.53 -1.60 0.405
H 0.10 0.80 -2.78 0.325
H 1.70 -0.17 -2.60 0.272
H 0.33 -1.03 -3.36 0.354
H 0.21 0.82 2.99 0.355
```

Values from the calculation:
max |F|	5.899	eV Å⁻¹
frontier orbital gap	9.4	eV
LUMO level	-0.13	eV
HOMO	-9.489	eV

=====

The following is a quantum chemistry calculation of a structure of composition C29H31Ge2N3OPd in a non-equilibrium geometry, from OMol25.

The geometry in XYZ format:
```
67
Properties=species:S:1:pos:R:3:lowdin_spin:R:1
Pd 0.40 -1.30 -1.10 0.687
C 1.46 -2.50 2.90 0.004
C 1.39 -2.18 1.45 0.003
N 0.30 -2.06 0.79 0.160
N -0.95 -2.15 1.33 0.024
C -1.86 -1.89 0.40 0.011
O -1.63 -1.66 -0.85 0.059
C -3.28 -1.85 0.84 0.002
C -3.62 -2.10 2.17 0.001
C -4.94 -1.99 2.57 0.000
C -5.92 -1.64 1.65 0.001
C -5.58 -1.40 0.33 0.000
C -4.26 -1.51 -0.08 0.001
C 2.64 -1.99 0.64 0.005
C 3.88 -2.01 1.23 -0.002
C 5.01 -1.81 0.45 0.001
C 4.87 -1.63 -0.91 -0.001
C 3.59 -1.64 -1.45 0.005
N 2.50 -1.80 -0.71 0.028
H 0.46 -2.54 3.31 0.001
H 2.04 -1.73 3.43 0.000
H 1.95 -3.46 3.07 -0.001
H -2.85 -2.38 2.87 0.000
H -5.21 -2.19 3.60 0.000
H -6.95 -1.55 1.97 0.000
H -6.35 -1.13 -0.38 0.000
H -3.98 -1.32 -1.11 0.000
H 3.98 -2.17 2.30 0.000
H 5.99 -1.81 0.91 0.000
H 5.73 -1.49 -1.56 0.000
H 3.44 -1.52 -2.51 0.001
C 1.68 0.40 -3.90 0.007
Ge 0.14 1.34 -3.13 0.011
C -1.49 0.45 -3.73 0.003
C 0.17 3.26 -3.47 0.004
Ge 0.25 1.05 -0.67 -0.010
C 1.90 1.48 0.23 -0.003
C 2.95 2.02 -0.53 -0.002
C 4.16 2.35 0.06 0.000
C 4.35 2.15 1.42 -0.002
C 3.32 1.61 2.19 0.000
C 2.11 1.28 1.60 -0.001
C -1.37 1.42 0.31 -0.002
C -1.55 1.10 1.66 -0.001
C -2.76 1.36 2.29 0.000
C -3.79 1.95 1.58 -0.002
C -3.63 2.28 0.24 0.000
C -2.42 2.01 -0.39 -0.002
H 1.70 0.56 -4.98 0.000
H 1.57 -0.67 -3.73 0.005
H 2.63 0.73 -3.48 0.000
H -1.55 0.49 -4.82 0.000
H -2.39 0.91 -3.32 0.000
H -1.48 -0.60 -3.43 0.002
H 0.13 3.42 -4.55 0.001
H 1.08 3.71 -3.09 0.000
H -0.68 3.75 -3.01 0.000
H 2.81 2.19 -1.59 0.000
H 4.95 2.78 -0.54 0.000
H 5.29 2.42 1.88 0.000
H 3.47 1.46 3.25 0.000
H 1.33 0.87 2.22 0.000
H -0.77 0.61 2.23 0.000
H -2.89 1.10 3.33 0.000
H -4.74 2.15 2.07 0.000
H -4.44 2.74 -0.31 0.000
H -2.31 2.26 -1.44 0.000
```

Values from the calculation:
multiplicity	2
max |F|	1.464	eV Å⁻¹
frontier orbital gap (spin up / spin down)	6.6 / 6.7	eV
LUMO level (spin up / spin down)	-4.37 / -4.29	eV
charge	+1
HOMO (spin up / spin down)	-10.958 / -10.945	eV

=====

The following is a quantum chemistry calculation of a cluster of 3 separate species, C14H28I2N2O5S in total in a non-equilibrium geometry, from OMol25.

The geometry in XYZ format:
```
52
Properties=species:S:1:pos:R:3:mulliken_charge:R:1
C 2.68 -0.39 2.27 -1.087
C 2.59 -0.24 0.75 -0.279
I 3.03 -2.16 -0.14 0.079
C 1.30 0.45 0.16 -0.040
I 0.51 -0.62 -1.52 0.019
C 0.20 0.67 1.16 0.172
C 0.30 1.95 1.99 -0.788
C -1.02 1.82 2.75 -0.817
C -1.93 1.29 1.64 -0.058
C -3.12 0.44 2.07 -0.979
S -2.87 -1.32 2.26 0.936
O -1.52 -1.69 1.99 -0.527
O -3.94 -1.98 1.60 -0.640
O -1.12 0.78 0.59 -0.434
H 3.45 0.29 2.67 0.265
H 1.76 -0.21 2.80 0.259
H 3.00 -1.39 2.55 0.416
H 3.43 0.36 0.41 0.439
H 1.57 1.39 -0.29 -0.136
H 0.10 -0.13 1.89 0.411
H 0.32 2.85 1.39 0.341
H 1.19 1.88 2.61 0.408
H -1.38 2.78 3.12 0.418
H -0.86 1.15 3.59 0.332
H -2.41 2.17 1.20 0.411
H -3.97 0.54 1.40 0.425
H -3.44 0.79 3.05 0.414
H -3.04 -1.46 3.59 0.112
C -1.48 -6.56 -1.84 -1.277
C -0.54 -5.47 -1.34 0.874
O 0.65 -5.50 -1.59 -0.646
N -1.08 -4.49 -0.59 0.000
C -2.46 -4.33 -0.16 -0.787
H -0.89 -7.27 -2.41 0.297
H -1.95 -7.08 -1.01 0.343
H -2.25 -6.14 -2.48 0.335
H -0.41 -3.79 -0.30 0.051
H -2.87 -3.38 -0.52 0.252
H -2.52 -4.32 0.93 0.185
H -3.07 -5.14 -0.53 0.375
C 2.48 5.13 -1.68 -1.423
C 2.35 3.72 -2.23 0.818
O 2.67 2.74 -1.58 -0.693
N 1.86 3.58 -3.48 -0.134
C 1.43 4.61 -4.41 -0.864
H 2.88 5.06 -0.68 0.282
H 3.15 5.73 -2.30 0.418
H 1.51 5.62 -1.65 0.387
H 1.80 2.62 -3.78 0.227
H 0.38 4.48 -4.67 0.288
H 2.02 4.57 -5.33 0.297
H 1.55 5.59 -3.96 0.324
```

Values from the calculation:
max |F|	1.368	eV Å⁻¹
frontier orbital gap	7.8	eV
LUMO level	0.19	eV
HOMO	-7.628	eV

=====

The following is a quantum chemistry calculation of a cluster of 2 separate species, C4H2N2 in total in a non-equilibrium geometry, from OMol25.

The geometry in XYZ format:
```
8
Properties=species:S:1:pos:R:3:mulliken_charge:R:1
C 0.40 0.66 -1.51 0.516
C 1.65 -2.60 0.85 -0.226
C -1.06 0.74 0.64 -0.647
C -0.25 0.73 -0.38 0.324
N 1.02 0.55 -2.49 -0.285
N 1.23 -1.55 0.61 -0.313
H -1.96 1.52 0.85 0.269
H -1.04 -0.04 1.42 0.362
```

Values from the calculation:
max |F|	3.798	eV Å⁻¹
frontier orbital gap (spin up / spin down)	6.9 / 3.5	eV
LUMO level (spin up / spin down)	-3.26 / -5.15	eV
HOMO (spin up / spin down)	-10.205 / -8.680	eV

=====

The following is a quantum chemistry calculation of a structure of composition C19H19N4O3Sr in a non-equilibrium geometry, from OMol25.

The geometry in XYZ format:
```
46
Properties=species:S:1:pos:R:3:mulliken_charge:R:1
Sr 0.39 -1.44 -1.43 2.385
O 1.39 5.16 2.00 -0.549
N 0.70 4.35 2.60 0.917
O 0.13 4.57 3.65 -0.553
C 0.69 2.96 2.12 0.123
C 0.62 2.01 3.07 -0.781
C 0.65 0.63 2.72 1.047
C 0.60 -0.38 3.69 -0.647
C 0.60 -1.69 3.31 -0.737
C 0.65 -1.98 1.94 -0.550
N 0.70 -1.06 1.00 -0.173
C 0.72 0.25 1.37 -0.234
C 0.81 1.27 0.35 -0.140
N 0.94 0.89 -0.94 -0.195
C 1.04 1.80 -1.89 -0.564
C 0.95 3.17 -1.63 -0.714
C 0.80 3.58 -0.33 -0.787
C 0.77 2.64 0.72 0.795
H 0.55 2.29 4.11 0.538
H 0.56 -0.11 4.74 0.475
H 0.56 -2.49 4.03 0.439
H 0.62 -3.01 1.61 0.481
H 1.19 1.45 -2.90 0.460
H 0.99 3.89 -2.43 0.478
H 0.72 4.64 -0.11 0.530
C 4.27 -1.51 -1.31 -0.552
O 3.17 -1.85 -2.18 -0.448
H 4.87 -0.71 -1.74 0.305
H 4.90 -2.38 -1.12 0.339
H 3.85 -1.16 -0.37 0.138
H 3.54 -2.19 -3.00 0.280
C -2.03 -4.00 -1.23 -1.320
C -2.70 -2.66 -1.34 0.369
C -4.05 -2.38 -1.37 -0.649
C -4.17 -0.98 -1.49 -0.795
C -2.89 -0.47 -1.53 0.156
C -2.47 0.96 -1.66 -0.834
N -1.98 -1.50 -1.44 -0.321
H -2.78 -4.78 -1.16 0.324
H -1.40 -4.07 -0.33 0.260
H -1.42 -4.22 -2.11 0.245
H -4.85 -3.10 -1.31 0.431
H -5.09 -0.41 -1.55 0.432
H -3.35 1.58 -1.87 0.353
H -1.77 1.11 -2.50 0.129
H -2.01 1.34 -0.74 0.115
```

Values from the calculation:
max |F|	1.467	eV Å⁻¹
frontier orbital gap	4.9	eV
LUMO level	-4.15	eV
charge	+1
HOMO	-9.073	eV

=====

| no. | M (g/mol) |
| --- | --- |
| 1 | 324.49 |
| 2 | 147.20 |
| 3 | 689.23 |
| 4 | 590.26 |
| 5 | 78.07 |
| 6 | 439.01 |